This record from the Open Molecules 2025 dataset describes C5H14N2O as an isolated structure at a distorted geometry. The level of theory is wB97M-V/def2-TZVPD.

Last column: Mulliken charge in e.
Atoms and positions in Å:
C1 -1.7627 -0.5344 -0.1700  0.022
C2 -3.2094 -0.1195 0.0075  -1.294
O1 -1.4654 -1.6805 0.5915  -0.572
H1 -0.5963 -1.5724 1.0085  0.417
H2 -1.5771 -0.7680 -1.2243  0.168
H3 0.3687 -0.0448 -0.8126  0.085
H4 -3.4520 0.6968 -0.6730  0.306
H5 -3.3853 0.2085 1.0335  0.318
H6 -3.8978 -0.9459 -0.2032  0.336
C3 2.5196 0.3600 -1.2220  -1.570
C4 1.3552 0.1175 -0.2625  0.691
N1 1.4682 -1.1223 0.5272  -0.612
N2 -0.0864 1.2544 1.2268  -0.339
C5 1.0616 1.2701 0.6105  -0.367
H7 1.5724 -1.9160 -0.0975  0.249
H8 2.2853 -1.0866 1.1270  0.230
H9 -0.3262 2.0834 1.7582  0.206
H10 -0.9766 0.3792 0.6666  0.185
H11 1.6653 2.1729 0.5087  0.403
H12 3.4663 0.4209 -0.6806  0.371
H13 2.5911 -0.4588 -1.9392  0.383
H14 2.3817 1.2855 -1.7810  0.385

Atoms 1-3, force components in eV/Å:
C 1.070 1.974 1.945
C 0.062 -0.308 0.016
O -0.105 -1.279 0.594

Values from the calculation:
Total charge: 0
HOMO level (alpha / beta), eV: -7.218 / -7.218
E, eV: -10436.74554
Orbital gap (alpha / beta), eV: 7.6 / 7.6

This record from the Open Molecules 2025 dataset describes a 2-piece molecular cluster, C5H14N2O overall at a distorted geometry. The level of theory is wB97M-V/def2-TZVPD.

Last column: Mulliken charge in e.
Atoms and positions in Å:
C1 1.7369 -0.3105 -2.1154  -0.801
C2 0.4802 -0.4312 -1.7193  0.078
C3 0.0360 -1.4425 -0.7168  -1.065
C4 -0.2349 -0.7627 0.6590  0.458
N1 -0.0773 -1.8144 1.6957  -0.823
C5 -1.5437 0.0335 0.7129  -0.663
N2 -1.3869 1.2770 1.4304  -0.543
H1 2.5108 -0.8864 -1.6205  0.256
H2 2.1267 0.4694 -2.7513  0.317
H3 -0.2715 0.3234 -1.9573  0.231
H4 -0.9497 -1.8745 -0.9429  0.382
H5 0.7638 -2.2278 -0.5331  0.341
H6 0.6362 -0.1506 0.8872  0.251
H7 -0.8187 -2.4980 1.5537  0.254
H8 -0.2912 -1.4464 2.6219  0.264
H9 -2.2199 -0.6273 1.2686  0.288
H10 -1.9663 0.0649 -0.2983  0.318
H11 -2.1683 1.8973 1.2688  0.234
H12 -0.5288 1.7657 1.2162  0.240
O1 1.1589 2.5957 -0.0478  -0.589
H13 0.9007 3.4659 -0.3712  0.280
H14 2.1070 2.5795 -0.2406  0.292

Atoms 1-3, force components in eV/Å:
C 0.422 0.238 0.524
C -0.235 0.198 0.215
C -0.862 0.505 1.158

Values from the calculation:
Total charge: 0
HOMO level, eV: -8.878
SMILES: C=CC[C@H](N)CN.O
E, eV: -10438.67828
Orbital gap, eV: 9.5

This record from the Open Molecules 2025 dataset describes C5H14N2O as an isolated structure at a distorted geometry. The level of theory is wB97M-V/def2-TZVPD.

Last column: Mulliken charge in e.
Atoms and positions in Å:
C1 -0.7246 0.1089 0.3320  1.470
C2 -0.8354 1.5878 -0.0017  -1.497
C3 -1.8117 -0.6946 -0.3648  -1.685
C4 -0.7847 -0.1279 1.8420  -1.705
H1 0.6298 -0.2604 0.3595  0.098
H2 -0.0647 2.1659 0.5112  0.340
H3 -2.8103 -0.4141 -0.0054  0.423
H4 -1.7498 0.1951 2.2520  0.441
H5 -0.6464 -1.1871 2.0814  0.330
H6 -1.8162 1.9852 0.2950  0.424
H7 -0.7218 1.7622 -1.0749  0.305
H8 -1.6925 -1.7689 -0.1930  0.365
H9 -1.8292 -0.5184 -1.4461  0.337
H10 -0.0036 0.4311 2.3656  0.390
N1 2.8059 0.4083 -0.1011  -0.468
C5 1.1367 -0.9833 -0.8619  0.190
O1 1.1242 -0.3077 -2.0421  -0.496
N2 2.1048 -0.8126 0.0548  -0.451
H11 0.3027 -0.4890 -2.5186  0.344
H12 3.0898 0.5478 -1.0705  0.204
H13 3.6571 0.3264 0.4448  0.242
H14 0.6400 -1.9548 -0.8582  0.399

Atoms 1-3, force components in eV/Å:
C 2.182 0.175 1.524
C 0.013 -0.066 0.012
C 0.517 -0.224 -0.205

Values from the calculation:
Total charge: 0
HOMO level, eV: -7.252
E, eV: -10435.82062
Orbital gap, eV: 7.8

This record from the Open Molecules 2025 dataset describes one molecule with the formula C5H14N2O at a distorted geometry. The level of theory is wB97M-V/def2-TZVPD.

Last column: Mulliken charge in e.
Atoms and positions in Å:
N1 2.7053 -2.0816 -1.3579  -0.560
C1 1.8891 -2.1538 -0.0863  -0.679
C2 0.5711 -1.4541 -0.2393  -0.422
N2 0.5285 0.0311 -0.1353  -0.189
C3 -0.6057 0.6842 -0.8838  -0.529
C4 -1.8448 0.8363 -0.0854  -0.692
C5 -1.3718 1.4565 1.2985  -0.283
O1 -2.0457 2.7317 1.3383  -0.542
H1 3.2359 -2.8278 -1.5465  0.191
H2 3.2919 -1.2157 -1.1232  0.228
H3 1.7967 -3.2538 0.2714  0.363
H4 2.5303 -1.7150 0.6995  0.332
H5 0.1048 -1.8740 -1.1839  0.208
H6 -0.1530 -1.8374 0.4923  0.256
H7 1.4699 0.5228 -0.3307  0.235
H8 -0.0094 1.7055 -1.1342  0.291
H9 -0.9044 0.1717 -1.9371  0.223
H10 -2.5599 1.5344 -0.3904  0.404
H11 -2.4146 -0.0849 0.1343  0.278
H12 -0.3195 1.6009 1.3879  0.332
H13 -1.8083 0.6932 2.0794  0.226
H14 -2.3578 2.8649 2.3049  0.329

Atoms 1-3, force components in eV/Å:
N -2.339 5.921 2.397
C 1.652 -1.689 0.266
C -1.764 -0.348 -0.450

Values from the calculation:
Total charge: 0
HOMO level, eV: -8.652
SMILES: NCCNCCCO
E, eV: -10437.04600
Orbital gap, eV: 9.6

This record from the Open Molecules 2025 dataset describes a 2-piece molecular cluster, C5H14N2O overall at a distorted geometry. The level of theory is wB97M-V/def2-TZVPD.

Last column: Mulliken charge in e.
Atoms and positions in Å:
C1 0.8304 1.0998 2.1258  -1.140
C2 1.4000 0.9512 0.8916  0.816
N1 2.7565 1.3479 0.7953  -0.631
C3 0.7410 0.3727 -0.4110  -0.936
C4 0.3712 -1.0567 -0.2618  0.441
C5 -1.2012 -1.0879 0.3666  -1.246
N2 0.4398 -1.7920 -1.5310  -0.677
H1 1.3704 1.6651 2.8803  0.284
H2 -0.1346 0.6975 2.1861  0.237
H3 3.1452 1.4304 1.6705  0.245
H4 3.2464 0.4979 0.2682  0.267
H5 1.4476 0.3229 -1.3614  0.297
H6 -0.0970 1.0403 -0.7867  0.233
H7 0.9292 -1.5523 0.6113  0.298
H8 -1.9143 -0.5985 -0.1676  0.457
H9 -1.3307 -2.1737 0.5350  0.327
H10 -1.1765 -0.3353 1.2124  0.214
H11 -0.4581 -1.8244 -1.9948  0.255
H12 0.7039 -2.7413 -1.3479  0.266
O1 -3.8176 0.8656 -1.7038  -0.683
H13 -3.7160 1.0858 -2.7629  0.340
H14 -3.5356 1.7849 -1.2143  0.336

Atoms 1-3, force components in eV/Å:
C 0.968 -0.042 -2.802
C -0.113 0.449 1.059
N 0.023 -3.049 -4.898

Values from the calculation:
Total charge: 0
HOMO level, eV: -8.196
SMILES: C=C(N)C[C@@H](C)N.O
E, eV: -10436.86307
Orbital gap, eV: 8.8

This record from the Open Molecules 2025 dataset describes a 2-piece molecular cluster, C5H14N2O overall. The level of theory is wB97M-V/def2-TZVPD.

Last column: Mulliken charge in e.
Atoms and positions in Å:
C1 1.5174 -1.8071 -2.8206  -0.824
C2 0.9579 -1.0400 -1.9058  0.064
C3 0.2766 0.2616 -2.2056  -0.407
O1 -0.9309 0.3380 -1.4479  -0.501
H1 2.0254 -2.7170 -2.5417  0.270
H2 1.4773 -1.5447 -3.8707  0.244
H3 0.9803 -1.3124 -0.8516  0.212
H4 0.9308 1.0961 -1.9348  0.243
H5 0.0718 0.3147 -3.2716  0.404
H6 -1.6034 0.7701 -1.9803  0.266
C4 1.0215 0.9232 1.3830  -0.657
N1 0.2002 0.8549 2.5830  -0.447
C5 -0.8887 -0.1181 2.4785  -0.498
N2 -1.9584 0.2824 1.5939  -0.601
H7 1.8094 1.6565 1.5382  0.356
H8 1.4938 -0.0331 1.1243  0.217
H9 0.4131 1.2894 0.5554  0.163
H10 0.7828 0.5907 3.3671  0.243
H11 -1.3026 -0.2338 3.4733  0.378
H12 -0.5298 -1.1007 2.1440  0.349
H13 -2.2056 1.2417 1.8232  0.274
H14 -1.6674 0.2757 0.6259  0.250

Atoms 1-3, force components in eV/Å:
C 0.007 -0.080 -0.055
C -0.159 0.306 0.335
C 0.104 -0.281 0.115

Values from the calculation:
Total charge: 0
HOMO level, eV: -8.821
SMILES: C=CCO.CNCN
E, eV: -10438.40087
Orbital gap, eV: 9.6

This record from the Open Molecules 2025 dataset describes a 2-piece molecular cluster, C5H14N2O overall at a distorted geometry. The level of theory is wB97M-V/def2-TZVPD.

Last column: Mulliken charge in e.
Atoms and positions in Å:
C1 4.5562 -1.0742 0.6200  -0.639
N1 3.5487 -0.3390 -0.1367  -0.371
C2 -1.7628 -0.2601 -0.6068  -0.637
C3 -0.8549 0.8857 -0.5657  0.710
C4 0.5313 0.4022 -0.4171  -1.513
O1 -1.0374 1.7388 0.7404  -0.607
C5 -3.2350 -0.1255 -0.6956  -0.321
N2 -3.6688 -0.4280 0.7128  -0.569
H1 5.3919 -1.5645 0.1222  0.293
H2 4.8318 -0.5033 1.4987  0.242
H3 3.6021 -1.6891 0.8835  0.228
H4 4.0567 -0.1847 -0.9996  0.164
H5 -1.2547 -1.1753 -0.6993  0.438
H6 -0.9470 1.7966 -1.1494  0.335
H7 1.1905 0.2939 -1.2728  0.343
H8 0.6225 -0.5454 0.1895  0.293
H9 1.1190 1.0223 0.2377  0.379
H10 -1.6914 2.1497 1.3267  0.267
H11 -3.8291 -0.7853 -1.3135  0.294
H12 -3.6242 0.8866 -0.8589  0.259
H13 -4.6293 -0.2487 1.0028  0.184
H14 -2.9160 -0.2526 1.3813  0.228

Atoms 1-3, force components in eV/Å:
C -3.787 -0.405 0.344
N 1.745 1.148 -0.690
C -0.656 2.183 -1.876

Values from the calculation:
Total charge: 0
HOMO level, eV: -5.859
E, eV: -10429.72735
Orbital gap, eV: 2.6

This record from the Open Molecules 2025 dataset describes a 2-piece molecular cluster, C5H14N2O overall at a distorted geometry. The level of theory is wB97M-V/def2-TZVPD.

Last column: Mulliken charge in e.
Atoms and positions in Å:
C1 2.3244 -1.0089 -0.5680  -1.418
C2 1.0942 -0.1670 -0.4195  0.545
C3 -0.1093 -0.6416 -0.0913  -0.186
N1 -0.3851 -1.9976 0.0908  -0.480
C4 1.3942 1.3168 -0.2239  -0.552
C5 0.2729 2.3681 -0.1963  -0.700
N2 -0.0060 3.0545 -1.4439  -0.566
H1 2.1337 -2.0573 -0.7781  0.390
H2 2.9248 -0.8478 0.3331  0.306
H3 2.9375 -0.5970 -1.3711  0.343
H4 -0.9226 0.0407 0.0577  0.242
H5 0.1761 -2.5709 0.6953  0.174
H6 -1.3027 -2.3614 -0.0562  0.184
H7 2.2234 1.6227 -0.8612  0.334
H8 1.7060 1.3604 0.8300  0.240
H9 -0.6405 2.1010 0.2827  0.433
H10 0.6137 3.1574 0.4733  0.324
H11 0.7852 3.4850 -1.8896  0.197
H12 -0.5772 2.5967 -2.1332  0.194
O1 -5.1981 -3.1209 2.3105  -0.639
H13 -4.3160 -3.2931 1.9735  0.316
H14 -5.1286 -2.4399 2.9853  0.322

Atoms 1-3, force components in eV/Å:
C 0.029 0.640 -0.147
C -0.376 0.584 0.418
C 0.483 -0.446 -0.371

Values from the calculation:
Total charge: 0
HOMO level, eV: -7.884
SMILES: C/C(=C\N)CCN.O
E, eV: -10438.66065
Orbital gap, eV: 8.4

This record from the Open Molecules 2025 dataset describes a 2-piece molecular cluster, C5H14N2O overall at a distorted geometry. The level of theory is wB97M-V/def2-TZVPD.

Last column: Mulliken charge in e.
Atoms and positions in Å:
C1 0.4421 2.4041 0.2664  -0.809
C2 1.5796 1.5135 -0.2308  -0.548
C3 1.3369 0.0307 -0.2367  0.806
C4 0.2713 -0.4497 -1.0212  -0.362
N1 -0.2670 -1.6533 -0.8812  -0.298
C5 2.3397 -0.8388 0.4303  -1.450
N2 -0.8426 2.4082 -0.4299  -0.575
H1 0.2446 2.2146 1.3085  0.427
H2 0.7250 3.4345 0.2870  0.404
H3 1.8439 1.8206 -1.2450  0.312
H4 2.4479 1.6664 0.4075  0.393
H5 -0.1723 0.2007 -1.7548  0.480
H6 0.2303 -2.3276 -0.3231  0.229
H7 -0.6988 -2.0450 -1.7134  0.309
H8 1.9867 -1.8277 0.7034  0.443
H9 2.7575 -0.3398 1.2990  0.372
H10 3.1497 -0.9216 -0.3055  0.339
H11 -0.7368 2.5477 -1.4298  0.251
H12 -1.3644 1.5483 -0.2835  0.279
H13 -4.3614 -2.0215 1.6803  0.329
H14 -2.9949 -2.6101 1.2415  0.284
O1 -3.7873 -2.7834 1.7599  -0.615

Atoms 1-3, force components in eV/Å:
C -1.244 0.190 0.140
C 0.386 -0.551 0.038
C -0.111 0.758 -0.160

Values from the calculation:
2S+1: 2
Total charge: +1
HOMO level (alpha / beta), eV: -13.344 / -13.347
E, eV: -10431.55172
Orbital gap (alpha / beta), eV: 9.5 / 6.5

This record from the Open Molecules 2025 dataset describes a 2-piece molecular cluster, C5H14N2O overall at a distorted geometry. The level of theory is wB97M-V/def2-TZVPD.

Last column: Mulliken charge in e.
Atoms and positions in Å:
C1 0.9078 -1.2220 0.4409  -0.646
C2 -0.0485 -0.6556 -0.6439  -0.404
C3 -0.9777 0.3552 -0.0302  -0.426
C4 -2.1874 0.6016 -0.4999  -0.162
N1 -2.8900 1.7998 -0.1322  0.001
C5 -4.1594 1.8676 -0.0308  -0.072
N2 2.2177 -1.6844 -0.1119  -0.255
H1 1.1200 -0.4967 1.2510  0.346
H2 0.3762 -2.0565 0.8967  0.311
H3 0.6446 -0.2004 -1.3747  0.322
H4 -0.4561 -1.5601 -1.0933  0.394
H5 -0.4419 0.9244 0.7282  0.262
H6 -2.6172 -0.0262 -1.2707  0.398
H7 -2.3326 2.5852 0.1964  0.325
H8 -4.6777 2.7869 0.2687  0.278
H9 -4.8697 1.1157 -0.3770  0.276
H10 2.9071 -0.8789 0.0518  0.295
H11 2.6563 -2.4419 0.4173  0.394
H12 2.1653 -1.9675 -1.0899  0.363
H13 4.5012 -0.0411 1.4269  0.314
H14 4.2140 1.0276 0.3200  0.313
O1 3.9481 0.1672 0.6566  -0.628

Atoms 1-3, force components in eV/Å:
C -0.964 -0.080 0.867
C 1.748 -0.853 0.643
C 0.926 -0.177 -0.685

Values from the calculation:
Total charge: +2
HOMO level, eV: -17.858
E, eV: -10422.70508
Orbital gap, eV: 9.8

Across the entries above, relative energy (zero: lowest compared OMol25 entry of this formula, charge and spin) takes the values 98.8 54.2 120.1 91.8 96.0 60.6 260.6 54.6 14.5 7.3 kcal/mol, respectively.